{"formula": "C40H111N9O11", "method": "the ωB97M-V functional and the def2-TZVPD basis", "orbital_gap_ev": 9.170, "e_above_lowest_kj_mol": 114.4, "homo_energy_ev": -8.77, "e_tot_ha": -2910.867607, "symbols": ["C", "O", "C", "C", "C", "N", "H", "H", "H", "H", "H", "H", "H", "H", "H", "H", "H", "C", "O", "C", "C", "C", "N", "H", "H", "H", "H", "H", "H", "H", "H", "H", "H", "H", "C", "O", "C", "C", "C", "N", "H", "H", "H", "H", "H", "H", "H", "H", "H", "H", "H", "C", "O", "C", "C", "C", "N", "H", "H", "H", "H", "H", "H", "H", "H", "H", "H", "H", "C", "O", "C", "C", "C", "N", "H", "H", "H", "H", "H", "H", "H", "H", "H", "H", "H", "C", "O", "C", "C", "C", "N", "H", "H", "H", "H", "H", "H", "H", "H", "H", "H", "H", "C", "O", "C", "C", "C", "N", "H", "H", "H", "H", "H", "H", "H", "H", "H", "H", "H", "C", "O", "C", "C", "C", "N", "H", "H", "H", "H", "H", "H", "H", "H", "H", "H", "H", "C", "O", "C", "C", "C", "N", "H", "H", "H", "H", "H", "H", "H", "H", "H", "H", "H", "C", "C", "O", "H", "H", "H", "H", "H", "H", "C", "C", "O", "H", "H", "H", "H", "H", "H"], "coordinates": [[-6.7013, 2.9762, 1.1625], [-5.8260, 1.8824, 1.4121], [-4.4986, 2.3566, 1.3257], [-3.5061, 1.2393, 1.5767], [-3.5905, 0.6659, 2.9706], [-2.1273, 1.6666, 1.3170], [-7.7165, 2.5954, 1.2476], [-6.5870, 3.2957, 0.1197], [-6.5027, 3.8292, 1.8105], [-4.3187, 2.7005, 0.2962], [-4.2842, 3.2116, 1.9792], [-3.7475, 0.4489, 0.8456], [-3.6972, 1.4293, 3.7483], [-2.7544, 0.0313, 3.2668], [-4.5057, 0.0731, 3.0798], [-2.0252, 2.0770, 0.3838], [-1.5374, 0.8351, 1.2845], [-1.2197, -4.1395, -6.3870], [-0.0132, -3.6264, -5.8686], [0.1905, -2.3129, -6.3443], [1.4572, -1.7607, -5.7013], [1.3315, -1.6966, -4.1737], [1.7616, -0.4497, -6.2650], [-1.3463, -5.2043, -6.1829], [-1.2120, -4.0957, -7.4838], [-2.0978, -3.6168, -5.9961], [0.3730, -2.2900, -7.4264], [-0.6728, -1.6642, -6.1464], [2.2402, -2.5076, -5.8582], [2.2080, -1.2149, -3.7344], [1.2265, -2.7120, -3.7900], [0.5253, -1.0661, -3.7844], [1.0150, 0.1855, -5.9920], [2.5882, -0.0568, -5.8275], [9.2183, 1.6439, -1.3940], [7.8988, 2.0838, -1.5550], [7.0050, 1.0202, -1.7818], [5.6220, 1.5186, -2.1769], [4.9893, 2.3249, -1.0576], [4.7388, 0.4011, -2.5380], [9.5261, 1.0127, -2.2411], [9.2932, 0.9715, -0.5223], [9.9167, 2.4602, -1.2380], [7.4188, 0.3591, -2.5562], [6.9145, 0.4218, -0.8630], [5.6483, 2.1605, -3.0624], [5.5874, 3.2284, -0.9157], [4.9650, 1.7805, -0.1149], [4.0117, 2.6714, -1.3961], [4.5029, -0.1067, -1.6898], [5.2213, -0.1881, -3.2073], [6.2690, 5.8925, 4.1193], [5.3651, 5.0643, 3.4222], [5.6372, 3.6985, 3.5849], [4.9647, 2.8864, 2.5012], [3.4310, 3.0204, 2.5776], [5.2354, 1.4455, 2.6332], [6.3750, 5.5290, 5.1463], [5.9475, 6.9314, 4.1311], [7.2257, 5.8723, 3.5810], [6.7202, 3.5612, 3.4186], [5.4758, 3.3347, 4.6095], [5.2852, 3.2619, 1.5305], [3.1980, 4.0671, 2.8262], [3.0036, 2.4757, 3.4212], [2.9843, 2.7344, 1.6254], [4.7448, 0.9498, 1.8942], [4.8455, 1.0707, 3.4863], [1.9637, -4.2009, 3.1242], [2.3101, -4.2900, 1.7511], [1.3936, -5.0286, 0.9816], [1.8710, -5.0539, -0.4630], [1.8092, -3.6792, -1.1078], [1.0460, -5.9826, -1.2443], [1.0016, -3.6870, 3.2261], [2.7633, -3.6555, 3.6155], [1.8806, -5.2186, 3.5225], [1.3335, -6.0510, 1.3779], [0.3882, -4.5850, 1.0264], [2.8960, -5.4393, -0.4853], [0.8124, -3.2483, -1.2279], [2.1819, -3.8213, -2.1260], [2.4194, -2.9345, -0.6013], [0.9991, -5.6550, -2.2055], [1.5033, -6.8857, -1.3179], [-1.9796, -1.7917, 0.5722], [-0.9170, -0.8555, 0.4513], [0.2324, -1.1140, 1.2607], [1.3473, -0.1212, 0.8975], [1.4756, 0.1010, -0.6064], [2.6161, -0.5620, 1.4648], [-1.6760, -2.8414, 0.5783], [-2.7275, -1.5914, -0.1908], [-2.4386, -1.5807, 1.5486], [-0.1038, -0.8979, 2.2900], [0.5125, -2.1744, 1.2388], [1.0584, 0.8190, 1.3774], [0.6167, 0.7126, -0.9017], [1.4098, -0.8117, -1.1979], [2.3501, 0.7037, -0.8417], [2.5684, -0.6461, 2.4794], [2.8867, -1.4828, 1.1298], [-6.0148, -1.2473, -2.6267], [-6.8662, -1.4743, -1.5436], [-6.3361, -1.0705, -0.3082], [-7.3510, -1.2550, 0.8175], [-8.7181, -0.6441, 0.4765], [-6.8973, -0.7515, 2.1022], [-5.7370, -0.1910, -2.6806], [-6.3988, -1.6476, -3.5637], [-5.0922, -1.8463, -2.5237], [-5.4310, -1.6630, -0.1169], [-6.0475, -0.0109, -0.2956], [-7.6043, -2.3142, 0.9211], [-8.6577, 0.4326, 0.2878], [-9.4406, -0.9286, 1.2335], [-9.0161, -1.0211, -0.5061], [-6.6388, 0.2361, 2.0523], [-6.1365, -1.3167, 2.4548], [0.2376, 3.6564, -0.4288], [-1.0048, 3.1994, -0.8910], [-1.5490, 3.8748, -2.0176], [-1.9804, 5.2993, -1.6870], [-2.9323, 5.4134, -0.4930], [-2.6145, 5.8647, -2.9189], [0.4281, 3.0615, 0.4662], [0.2639, 4.6781, -0.0267], [1.0573, 3.5900, -1.1486], [-0.7675, 3.8985, -2.7891], [-2.3364, 3.2308, -2.4155], [-1.0869, 5.8794, -1.4509], [-3.9109, 4.9403, -0.6259], [-3.2027, 6.4635, -0.3514], [-2.4658, 4.9833, 0.3955], [-3.1067, 5.1133, -3.3920], [-3.3249, 6.4944, -2.5632], [-2.1221, -2.2018, -3.1691], [-2.7763, -3.3610, -2.7120], [-1.9221, -4.4819, -2.5157], [-2.7075, -5.6419, -1.8627], [-3.3794, -5.1395, -0.5881], [-1.8009, -6.7565, -1.6149], [-2.8060, -1.3532, -3.1237], [-1.8353, -2.2797, -4.2261], [-1.2131, -1.9766, -2.6003], [-1.5153, -4.7981, -3.4846], [-1.1003, -4.1675, -1.8653], [-3.5045, -6.0132, -2.5120], [-3.8757, -4.1927, -0.7959], [-2.6750, -4.9706, 0.2325], [-4.1175, -5.8535, -0.2222], [-0.9927, -6.3735, -1.1180], [-1.4327, -7.0367, -2.5220], [0.8068, -0.2373, 5.2658], [2.2530, -0.1901, 5.6796], [3.0434, -0.6427, 4.5520], [0.5119, 0.5785, 4.6009], [0.1647, -0.1111, 6.1430], [0.5381, -1.1848, 4.7979], [2.4215, -0.9009, 6.4933], [2.5488, 0.8312, 5.9358], [3.9393, -0.7546, 4.8932], [0.6974, 3.7036, 4.7713], [0.0031, 3.4467, 3.4544], [-1.3495, 3.1483, 3.7078], [0.8879, 2.7710, 5.3138], [0.1067, 4.3450, 5.4253], [1.6910, 4.1496, 4.7045], [0.3838, 2.5769, 2.8966], [0.1766, 4.3283, 2.8165], [-1.7879, 2.7185, 2.9460]]}